A 5-piece molecular cluster, C37H60F4N4O17PSSi overall, computed with wB97M-V/def2-TZVPD.

**Kohn-Sham gap**: 0.2342 Eh
**Charge**: +1
**DFT total energy**: -118972.0598 eV
**Highest occupied orbital energy**: -10.181 eV

Element x y z (Å)
C (11.21777, -1.11463, 0.73708)
C (10.31636, -0.66910, -0.47404)
C (9.86646, -1.92448, -1.35654)
C (11.27400, 0.17163, -1.44029)
C (9.12039, 0.30433, -0.10861)
C (8.29217, -0.05495, 1.19049)
C (8.90301, 0.47551, 2.53885)
C (7.93144, -1.60444, 1.33085)
C (6.88376, 0.67325, 1.02006)
C (5.90741, 0.16118, 0.03522)
C (4.58598, 0.78143, -0.16025)
C (4.17549, 1.94333, 0.61920)
O (2.94422, 2.59361, 0.55630)
C (2.08950, 2.06889, -0.45129)
C (0.69409, 2.81346, -0.30388)
O (-0.10834, 2.26964, 0.75403)
C (-0.98359, 1.23977, 0.27561)
C (-2.26275, 1.82256, -0.50805)
N (-3.44433, 1.06732, -0.01768)
C (-4.56612, 2.04293, 0.01761)
C (-4.40817, 2.88845, 1.45133)
C (-3.44742, 2.17315, 2.53979)
O (-4.99377, 2.24922, 2.62548)
C (-3.72582, -0.10346, -0.71115)
N (-2.80199, -0.76399, -1.38816)
S (-3.19710, -2.26997, -2.20031)
N (-4.99704, -0.75410, -0.68510)
Si (-5.54784, -1.37877, 0.90054)
C (-6.75240, -0.30584, 1.89919)
C (-6.34652, -3.09706, 0.58346)
C (-4.05986, -1.74738, 2.06998)
P (-6.16957, -0.18479, -1.79964)
N (-6.57337, -1.37891, -2.75950)
O (-7.59768, 0.35355, -1.14831)
O (-5.48023, 0.97044, -2.79334)
C (5.15342, 2.48524, 1.57166)
C (6.47242, 1.86403, 1.76248)
H (11.89087, -0.26945, 1.05130)
H (10.66321, -1.53847, 1.60727)
H (11.89933, -1.92953, 0.35879)
H (9.10732, -1.63099, -2.12293)
H (9.54470, -2.77506, -0.69883)
H (10.80954, -2.28159, -1.86532)
H (10.70850, 0.52814, -2.34995)
H (12.08976, -0.49802, -1.83204)
H (11.77377, 1.01888, -0.90742)
H (8.47543, 0.38554, -1.02692)
H (9.57031, 1.32626, 0.06959)
H (8.14629, 0.31846, 3.35961)
H (9.90025, 0.05398, 2.80459)
H (9.03267, 1.59265, 2.44199)
H (7.74453, -2.10186, 0.34477)
H (8.63946, -2.16388, 1.99187)
H (6.93526, -1.62855, 1.86650)
H (6.13929, -0.72335, -0.60531)
H (3.90665, 0.32533, -0.91173)
H (1.85963, 0.97376, -0.31704)
H (2.46061, 2.32029, -1.48337)
H (0.91956, 3.88428, -0.03117)
H (0.14737, 2.88018, -1.29274)
H (-1.32739, 0.59532, 1.13590)
H (-0.40333, 0.52815, -0.39560)
H (-2.27850, 2.91435, -0.28177)
H (-2.04250, 1.69605, -1.60028)
H (-5.57811, 1.60359, 0.17554)
H (-4.52462, 2.82631, -0.77900)
H (-4.37461, 4.03667, 1.39110)
H (-3.33023, 1.06893, 2.49547)
H (-3.01045, 2.85666, 3.29803)
H (-1.83291, -0.46279, -1.47261)
H (-1.97691, -2.90259, -2.29598)
H (-7.07121, 0.65438, 1.42245)
H (-6.33194, -0.02952, 2.90688)
H (-7.69900, -0.90387, 2.05601)
H (-5.48908, -3.74856, 0.23584)
H (-6.64588, -3.51131, 1.58436)
H (-7.18360, -3.06127, -0.15591)
H (-4.03322, -2.81209, 2.40773)
H (-4.19698, -1.12206, 3.00055)
H (-3.06875, -1.44942, 1.63676)
H (-6.06934, -2.22384, -2.46149)
H (-8.26541, -0.35695, -1.26904)
H (-6.04584, 0.91193, -3.60270)
H (4.85030, 3.37596, 2.17261)
H (7.13322, 2.35863, 2.50347)
C (1.18793, -0.09997, 2.85303)
C (1.39566, 0.11967, 4.32201)
O (2.26977, -0.93090, 4.67952)
C (3.00045, -1.20378, 3.56209)
O (4.00333, -1.83832, 3.55867)
O (2.43888, -0.65348, 2.44615)
F (0.23518, -0.02913, 5.00706)
H (0.38922, -0.81790, 2.64426)
H (0.97513, 0.82467, 2.31827)
H (1.85164, 1.08008, 4.57436)
C (-3.45730, 0.84648, -5.88547)
C (-4.79701, 0.60844, -6.51932)
O (-5.00255, 1.77656, -7.28259)
C (-3.75518, 2.21898, -7.62944)
O (-3.54020, 3.01252, -8.47976)
O (-2.78840, 1.62129, -6.87233)
F (-5.77671, 0.52488, -5.57896)
H (-3.52925, 1.42181, -4.95810)
H (-2.92015, -0.08016, -5.68367)
H (-4.83693, -0.26757, -7.17050)
C (2.02069, -3.64590, 1.61179)
C (2.08152, -4.77057, 0.62356)
O (0.81858, -5.39902, 0.78132)
C (-0.03768, -4.41650, 1.17909)
O (-1.22475, -4.50661, 1.14965)
O (0.63214, -3.31103, 1.60671)
F (3.05014, -5.65383, 0.94723)
H (2.31686, -3.95364, 2.61700)
H (2.62993, -2.79521, 1.31232)
H (2.20598, -4.45341, -0.41530)
C (-10.28548, 1.83463, -0.61303)
C (-11.00110, 2.01942, 0.69374)
O (-12.35810, 2.09109, 0.30675)
C (-12.46091, 1.34613, -0.83406)
O (-13.48293, 0.96177, -1.29220)
O (-11.23308, 1.09424, -1.37572)
F (-10.65345, 3.19052, 1.28053)
H (-10.07697, 2.78318, -1.11414)
H (-9.35185, 1.28174, -0.50600)
H (-10.86502, 1.19819, 1.40263)

Atomic forces in eV per Å
0.282 -0.309 -0.628
0.587 0.527 -0.957
1.032 0.192 0.912
-0.119 -0.632 -0.154
0.913 -0.184 0.517
-1.463 0.014 -0.119
-0.252 0.694 -0.403
-0.971 0.560 0.532
-1.847 0.719 -0.835
-0.664 1.871 1.199
1.178 0.414 1.090
3.070 -0.773 0.923
0.446 -1.286 -0.702
-2.009 0.838 -0.275
1.280 1.004 -0.296
-0.797 -0.839 -0.902
0.216 -0.262 -0.172
2.919 -0.876 0.909
-1.471 0.281 -3.405
-0.859 2.161 3.600
1.912 -2.368 1.138
-4.272 1.240 -0.720
1.990 1.508 -1.809
-0.071 -0.117 0.397
0.387 -0.503 0.097
-0.083 -0.326 -0.289
1.037 3.211 0.082
-0.794 -2.194 2.596
-0.689 0.579 0.117
0.914 0.366 -0.096
0.269 0.881 0.078
-1.874 -2.666 -4.058
0.611 0.435 1.663
2.249 0.299 -0.034
-1.237 -0.520 2.459
0.201 -1.602 -0.998
-1.792 -0.407 -1.274
-0.806 -0.753 -0.060
0.429 0.449 -0.747
-0.578 0.753 0.391
0.537 -0.389 0.679
-0.073 0.802 -0.763
-1.113 0.276 0.295
0.521 -0.143 1.004
-0.694 0.593 0.432
-0.614 -0.537 -0.467
0.399 -0.101 1.005
-0.528 -0.907 -0.226
0.936 -0.052 -0.694
-0.939 0.141 -0.236
0.063 -1.116 0.152
0.501 0.380 0.933
-0.375 0.399 -0.926
1.059 -0.144 -0.421
-0.128 0.885 0.717
0.643 0.416 0.643
0.662 0.825 -0.203
-0.028 -0.556 0.907
-0.235 -1.108 -0.115
0.455 -0.436 0.979
0.314 0.987 -0.662
-0.429 0.743 0.529
-0.517 -1.022 0.042
-0.838 0.128 0.723
0.897 0.053 -0.632
-0.060 -1.169 0.264
-0.329 -1.919 0.225
0.968 1.218 -0.168
-0.011 -0.934 -0.645
-0.409 0.279 0.174
-0.340 0.927 0.538
0.251 -0.763 0.390
-0.367 -0.367 -1.070
0.991 0.541 -0.137
-1.085 0.512 0.052
-0.030 0.459 -0.970
0.635 -0.344 0.684
0.058 0.797 -0.561
0.133 -0.583 -0.942
-0.628 -0.528 0.421
-0.428 0.283 -0.499
0.689 0.173 -0.265
0.603 -0.044 0.270
0.410 -0.859 -0.594
-0.543 -0.566 -0.671
-0.332 0.383 -0.745
-0.419 -0.185 0.440
0.215 0.375 -0.583
0.821 -0.448 0.042
-0.350 0.042 -0.134
-0.070 -0.042 0.560
-0.017 0.097 0.077
0.022 -0.074 0.299
0.275 0.011 -0.057
-0.119 -0.026 0.105
0.642 -0.303 0.351
-0.383 0.234 0.051
0.539 -0.461 0.070
0.291 0.845 -0.713
-0.067 -0.213 0.337
-0.479 -0.055 -0.045
-0.256 -0.088 -0.002
-0.256 -0.017 -0.040
0.091 0.091 -0.171
-0.201 -0.035 0.153
0.611 0.629 0.217
0.386 -0.626 0.290
-0.239 0.827 -0.125
-0.682 -0.261 0.169
0.298 0.155 -0.036
-0.213 -0.368 -0.331
-0.032 -0.020 -0.174
0.044 -0.201 -0.136
-0.200 0.036 0.026
0.079 -0.146 0.006
0.620 -0.206 -0.283
-0.187 0.634 0.188
0.482 -0.554 -0.189
-0.931 -0.217 -0.512
0.345 0.146 0.101
-0.179 0.111 0.387
0.037 -0.044 0.162
-0.094 0.085 0.215
-0.364 0.135 -0.035
0.016 0.144 0.110